C72H172N4O12P3S | ωB97M-V/def2-TZVPD

The geometry in XYZ format:
```
264
Properties=species:S:1:pos:R:3:forces:R:3
S -2.75647 -0.37493 1.83871 0.6500 0.7501 0.5868
P 11.69564 -2.41742 4.16188 0.6045 1.9349 -1.9024
P -5.81888 -3.45082 0.59815 -0.3916 -1.2703 -0.2441
P -2.92863 1.38792 -10.65464 -1.0879 0.2489 -0.2490
O -2.34646 -1.18554 2.98415 0.5173 -0.9245 0.9288
O 2.42500 -1.23210 1.27638 0.5511 1.3192 1.3326
O -7.06404 3.67621 1.77118 1.5107 1.0493 1.2333
O -2.27547 -1.03544 0.60209 -0.0678 0.1883 -0.6128
O -2.82587 -1.00977 7.47996 -0.9574 -0.2446 -0.5630
O -4.21931 -0.29798 1.80475 -1.4133 0.3960 -0.4393
O -2.19731 0.99417 2.01814 -0.2265 -0.0445 -0.4135
O -6.14699 0.93424 -1.33798 0.1662 0.2682 0.0069
O 1.81962 -1.12374 -2.22291 0.3022 -0.6917 0.0351
O 2.09518 10.33783 9.32239 -0.2406 -1.5586 -0.7653
O 2.83386 13.95396 3.72857 1.0452 -0.3090 -0.9798
O 0.28845 -0.50247 5.21548 0.2362 0.9031 1.3201
N 0.10241 -1.66518 -0.14758 -0.0982 0.5441 -0.4713
N 1.66864 11.82613 5.68054 1.9759 -2.8126 1.6366
N -2.30389 0.51399 5.04508 1.4668 -0.5656 0.5149
N -5.01344 2.37587 0.96896 -1.9124 1.2253 1.3561
C 10.45604 -3.13658 8.20091 -1.2716 -1.4570 0.9048
C -4.45820 2.42977 -0.30674 1.5530 0.4208 -2.5906
C -1.85827 -0.61772 -8.83035 1.0308 0.9997 -0.2372
C -8.19261 4.09937 2.52672 -0.3027 -0.1011 -0.0022
C -3.66549 -5.13550 1.49141 -0.6530 -0.2121 -1.4282
C 1.93372 13.26446 5.85211 -0.0763 0.9962 0.1513
C 0.77499 -1.01987 6.47825 -0.6455 -2.0308 -1.2445
C 6.86178 -1.28629 5.89875 -0.5091 -0.7955 1.3977
C 1.44272 10.53379 8.03596 2.5101 -0.7117 -0.7847
C 13.31255 -1.49535 4.27391 -1.9783 0.0305 0.4505
C 11.01088 -1.69557 -1.16009 -1.7999 1.8964 1.1440
C 3.17052 -1.12492 -2.65858 1.4782 0.8881 1.9833
C 1.98443 -2.54789 1.28586 -1.9629 0.2157 0.8550
C -6.29691 -0.97487 -9.86565 -0.2095 0.4097 2.4592
C -2.27365 -5.03016 2.08025 -0.9917 0.6679 1.1331
C -7.25248 -5.92034 0.90007 -0.7688 1.0653 -1.1481
C -0.02076 -2.28667 -1.52471 -1.5507 -1.2775 1.7521
C -7.02762 1.93950 -1.87226 0.6771 1.3001 0.3121
C -4.97795 -0.55796 -10.50684 0.7015 -1.7598 -0.5976
C -4.67867 3.63438 1.78012 -0.7041 -1.6021 0.6655
C -4.04479 2.15696 -15.46158 0.9518 0.1904 0.3306
C -5.46663 -1.66731 -4.55311 0.2163 1.1448 -0.1524
C 2.05501 -0.54999 2.53346 -0.5783 -0.8457 -0.6087
C -1.98036 -2.78660 -7.60552 -0.3813 1.4757 0.5950
C 10.95966 -2.07975 1.34698 0.5181 1.1532 0.3546
C 3.51933 15.01960 3.29893 -2.6949 4.4456 2.1708
C 11.43586 -3.05853 2.40067 -0.1703 -0.1301 2.2085
C -6.95697 -2.33737 1.38750 -0.7046 -2.4473 2.0873
C -8.70082 -0.58244 1.28013 0.5038 -0.4514 1.1017
C 11.62304 -4.02960 7.77472 1.3214 1.0461 1.5519
C -2.93749 1.21561 -14.93826 -1.0665 -1.8795 0.5998
C 0.02928 0.90295 5.40259 0.7005 -0.9386 0.3539
C -5.92325 3.80735 2.67961 -0.0333 -0.2988 0.3365
C -1.74764 -2.11232 -8.98640 -0.5003 -1.4057 1.0198
C -4.76389 1.30067 -1.28955 0.7480 -0.9954 0.3644
C 1.91390 14.23385 4.69566 0.0001 0.2145 3.5680
C -4.93035 -1.82303 -3.11054 -0.6213 0.1534 -0.4834
C -5.07723 -2.59978 -0.77293 0.4877 0.6341 0.2052
C -1.17326 3.84777 -7.69114 1.0286 -1.5240 -0.0724
C 0.47158 -2.54490 1.00747 0.2870 -1.1370 -1.5714
C -9.83578 -1.28311 2.01332 -0.0713 -0.1134 2.1918
C -7.49594 -0.06258 -10.08865 -0.1277 0.0079 1.4641
C 15.60913 -1.27301 3.31204 1.6198 -1.4641 0.2395
C -0.66542 3.43100 -6.28741 0.9780 -0.6356 -1.8710
C 15.23917 -0.49123 2.09925 1.3953 0.4299 -0.6105
C -1.86419 2.62633 -8.39621 0.1751 -0.2879 1.2322
C -1.80054 0.08178 -10.24452 0.7547 -1.5102 -1.1794
C -3.60823 0.00720 5.51216 -0.4662 0.7419 -0.5904
C 11.31506 -2.63321 -0.01046 2.4387 0.3494 -0.1802
C -5.68381 -2.75352 -2.15786 0.1688 -0.3771 -0.3191
C -6.54231 -4.94361 -0.11964 0.9437 -0.7875 2.0721
C -7.99454 -6.94814 0.06416 -0.6586 0.0491 0.0560
C 11.72401 -3.75673 5.30555 -0.4345 -0.3343 -0.7024
C -1.29765 1.07801 6.05425 -1.0861 -0.4570 -0.6531
C 8.22500 -0.69658 5.61348 0.2040 -0.7297 0.7524
C 14.54091 -2.29254 3.84433 0.8644 1.0932 1.1092
C 2.46398 11.26038 7.03864 -0.5015 -2.1124 -0.1301
C -8.81503 -7.97247 0.80761 -2.2362 0.4712 0.0071
C -2.49372 2.89730 -9.76490 0.1369 -0.5753 0.4141
C -2.91638 1.82538 -12.42582 0.5370 0.6606 -0.2466
C 9.03749 -1.61990 4.77296 -0.1166 -2.1131 0.3745
C -4.67676 -4.04829 1.85289 0.0449 -0.3389 0.1952
C -3.06068 0.74403 -13.44073 -0.6277 -1.3805 -1.1192
C 10.45759 -1.12688 4.68247 0.2110 -1.6385 -0.3355
C 12.41419 -3.44850 6.59136 0.6947 -0.7781 1.5265
C -3.45459 -1.27110 6.24403 0.3637 -0.5844 -0.5838
C -1.33778 -5.93673 1.34439 -1.9854 -1.1963 -0.8874
C 1.34073 -2.44934 -2.04091 0.7096 0.1971 -1.1823
C -4.57750 0.87726 -10.15084 0.3030 -0.6309 1.8745
C -7.75066 -1.48885 0.46617 -0.4339 0.9891 0.1260
C -2.92055 -2.13187 8.32110 -0.1991 0.2057 1.3483
C 2.01505 9.09017 9.87228 6.0720 1.6736 0.9355
H 10.09243 -1.03044 -0.89488 1.1525 -1.2730 -0.4505
H 12.45743 -2.83698 0.08476 -1.8160 0.0315 -0.7266
H -4.70073 1.53269 1.41705 0.4999 -1.3326 0.9669
H 9.89143 -1.98091 1.39602 -0.6947 0.1110 0.2543
H 10.71295 -3.99462 5.53758 -1.2233 -0.0734 0.0122
H -9.53977 -2.10437 2.70905 0.3049 0.3879 -0.7007
H 3.05869 10.42637 6.57139 -0.0329 1.1154 0.8174
H -3.83940 3.19989 -15.14664 -0.3682 -0.4757 -0.1218
H -6.55847 -1.74200 -4.66963 0.3201 0.0003 0.3062
H -0.83538 0.54925 -10.48716 0.1846 -0.2955 0.4029
H -1.98962 -3.99987 1.92383 0.3191 0.5476 0.6011
H -5.07444 -0.92959 -2.54764 0.2383 1.3224 -0.2278
H 0.94640 14.50831 4.32287 -0.3869 0.3426 -0.2775
H -7.93527 -5.38050 1.56247 -0.1773 0.1741 -0.2118
H -4.19622 -1.36002 -10.22796 -0.9032 1.5413 0.0850
H -0.07892 -2.11254 1.81634 -0.3368 -0.1634 0.7613
H 8.96495 -2.62928 5.27030 0.4000 0.7700 -0.3193
H 2.06530 -3.05654 2.25593 0.4369 0.1657 0.0204
H 14.42653 0.13790 2.27697 -1.8391 0.7781 0.0172
H 0.94743 -0.39332 2.52339 0.7951 0.0831 0.2040
H 2.10555 11.20299 4.89896 -1.0859 2.1855 1.2823
H 10.73415 -3.88123 2.53754 -0.3369 -0.0286 -0.0920
H -2.37924 1.21116 4.32982 -0.5708 0.6650 -0.7744
H -5.99603 2.96275 3.46391 0.2135 1.1212 -1.1273
H 8.80283 -6.85673 -4.09179 -0.0258 0.0155 0.0226
H -5.06211 1.85189 -15.17921 0.3551 0.0482 0.0272
H -2.65758 2.22341 -7.72861 0.3321 0.2459 -0.2313
H -3.84631 -1.98017 -3.18457 -0.2203 -0.3810 0.3740
H -1.93990 1.58093 -15.12698 0.2865 0.3625 -0.0858
H -10.58572 -1.69658 1.40229 -0.8945 -0.4747 -1.0975
H -4.13560 -3.19998 2.17475 0.6519 1.2992 0.5467
H -8.64718 -6.47266 -0.65850 0.0714 0.3529 -0.3197
H 12.36041 -3.59612 2.17675 0.2162 0.3989 -0.2161
H 8.77059 -0.58405 6.58708 -0.4910 0.2053 -0.7302
H -6.73023 -2.45072 -2.08711 -0.0383 0.2118 -0.2624
H 13.22080 -1.15320 5.34703 0.8167 -0.1698 -1.0891
H 0.66823 11.59695 5.81485 0.6948 0.1826 -0.4547
H -1.81029 3.39775 -10.41843 0.5655 0.5509 -0.3935
H -5.31386 -4.33455 2.67336 -0.3476 -0.1432 0.4927
H -0.12291 2.47736 -6.33977 -0.2735 -0.0223 -0.0717
H -2.96714 -2.32962 -7.25294 1.2460 -0.7302 0.0442
H -2.13953 -3.86601 -7.67931 0.3500 0.2018 0.0847
H -2.84518 -1.95039 5.61118 -0.1135 0.0712 0.3278
H -4.08103 0.76126 6.15473 -0.0186 -0.1205 -0.3126
H 2.34534 14.86903 5.54475 -0.7151 1.9743 -2.4946
H 9.84340 -3.78275 8.91523 0.6565 1.1180 -0.6513
H -8.33906 -0.29878 -9.39755 0.3909 -0.6045 -0.9019
H -4.04379 -6.15147 1.64889 -0.2211 0.2059 -0.0131
H 10.79937 -3.55311 -0.18651 -0.1612 -0.8488 0.1724
H -4.13841 0.45275 -0.91962 -0.9028 0.0161 -0.6441
H 6.50066 -0.70326 6.75517 -0.3671 -0.4652 0.0020
H 15.98005 0.23719 1.68211 -0.0130 -0.9361 0.7274
H 3.54655 -2.10782 -2.89291 -0.2170 -0.4420 -0.5341
H 8.17450 0.24857 5.10775 -0.2044 0.7810 0.0447
H -4.16719 -0.19694 4.58634 -0.0799 0.2772 0.3595
H -9.72682 -7.50039 1.34619 1.5200 -0.6637 -0.7585
H -4.46158 -1.73364 6.28196 0.3916 0.1509 0.6549
H -0.71913 -1.74655 -2.18195 0.5102 0.2854 0.4563
H -1.88917 -0.26721 4.44480 -0.2532 0.2952 0.5325
H -3.43607 2.57977 0.01798 0.9863 -0.2977 -1.5529
H -0.48930 -6.16191 1.89824 1.7765 -0.3006 0.8634
H -2.78264 -0.40172 -8.26787 0.3025 0.1953 -0.3392
H 14.24784 -3.05306 3.14395 0.1435 -0.2009 -0.7588
H 0.64148 11.12328 8.24437 -2.4410 2.0655 0.3959
H 2.92665 16.24053 3.70474 2.2292 -4.0125 -1.5769
H -8.35508 5.18398 2.60015 0.1908 -0.1376 -0.7156
H 12.04890 -4.65706 4.78218 0.5161 0.0260 0.1154
H -3.56578 -5.01455 0.40751 0.3512 -0.4409 -0.2361
H -5.01456 -2.40387 -5.20617 -0.0131 -0.2710 -0.1321
H -6.59782 -6.42957 1.57113 0.9931 -0.2408 0.2965
H -5.02283 -0.75726 -11.58907 -0.2148 0.6068 0.0885
H 11.35879 -1.02547 1.51142 -0.1374 -1.2613 -0.3230
H 0.80360 -0.90621 -0.19328 -0.3412 -0.1435 -0.0301
H -3.93398 -2.58181 8.33037 0.4591 0.3938 0.1116
H -6.96065 -0.94897 -0.05565 -0.6688 0.6879 -0.3666
H -7.79414 -0.07329 -11.11955 -0.4020 0.4486 -0.3904
H -7.25635 -7.51499 -0.46156 0.6215 -0.2410 -0.7495
H -4.46157 4.46448 1.13145 -0.4752 0.2296 -0.5095
H -7.58395 -2.98422 2.09032 0.5734 0.7072 -0.9015
H 12.30814 -4.11175 8.67057 -0.5660 0.2004 -0.9321
H -1.55828 2.14155 6.20108 0.1207 -0.5817 0.2759
H -1.07708 -5.60593 0.32677 -0.1414 0.0203 0.3526
H -7.90228 1.54603 -2.35617 -0.3151 -0.8976 0.2166
H -8.32783 -2.05301 -0.25591 -0.0784 -0.3264 -0.2154
H -0.79042 -2.42736 -9.37662 0.3409 0.1122 -0.2804
H 1.31327 8.40720 9.91582 -4.8048 -2.2052 -0.7160
H -1.87989 -0.73379 -11.06177 -0.1600 1.2857 1.1897
H -8.11800 -0.15191 2.09496 0.4036 0.3307 -0.0943
H -6.31691 -1.78077 2.06404 0.1463 0.5819 0.0263
H -1.31113 0.46458 6.97320 -0.4642 0.6855 -0.5012
H 0.86365 -2.12994 6.32547 0.1087 1.1209 0.2873
H 8.56697 -1.81363 3.82082 -0.0604 0.2607 -0.6194
H 15.08078 -1.22388 1.35585 -0.7090 -0.4268 -1.3908
H 13.16754 -0.59994 3.62795 0.0364 -0.5295 0.4670
H -2.61084 -1.78736 9.31552 -0.4604 -0.1544 -0.1036
H -1.40923 3.34767 -5.55190 -1.2177 -0.0474 0.8997
H 0.08239 4.11202 -5.96308 0.4888 0.8750 0.4414
H -4.82177 3.26790 -0.84272 -0.2171 1.5423 0.0967
H 10.80847 -2.13980 -2.11488 0.0734 -0.4444 -0.3263
H -8.11511 -14.33146 -1.10635 0.0138 -0.0005 -0.0034
H 13.43124 -3.85632 6.54363 -0.1380 0.2086 0.2016
H -6.55426 -1.99574 -10.11033 0.1252 -0.2925 -0.2021
H 6.91204 -2.40911 6.21140 -0.0595 2.0040 -0.5679
H 2.56168 0.43739 2.60006 -0.1275 -0.9662 -0.1027
H 3.90353 -0.79221 -1.81481 -1.4290 -0.1766 -1.2510
H -5.97153 4.78377 3.26192 0.2833 -1.0471 -0.9931
H 10.47661 -0.28852 3.99450 0.5380 0.3183 0.1590
H 11.77748 -0.95629 -1.25826 0.7034 0.3485 -0.2858
H -9.27669 -8.69339 0.03413 1.0518 0.6804 1.5947
H 0.16065 1.38725 4.46060 -0.2688 0.3477 -0.8396
H 0.09446 -3.55700 0.74330 0.1941 0.5471 0.5671
H 1.34373 -3.00077 -3.01320 0.0985 0.2157 0.7262
H -9.03434 3.57043 2.09850 -0.3669 0.1888 0.2605
H -5.11074 -1.52467 -0.55931 0.2685 -0.1941 0.3733
H -1.09599 1.78048 -8.42359 -0.8732 1.3802 -0.2031
H -4.43784 1.58049 -2.32232 0.0195 -0.0125 0.8655
H -6.01414 2.32685 0.86878 -0.9149 -0.0734 0.4050
H -2.37578 -5.27950 3.18539 0.5863 0.4353 -1.2283
H -8.14355 -8.36763 1.56245 -0.3803 -0.9476 0.0828
H 2.52997 -3.09524 0.57102 0.7084 -0.6309 -0.8581
H -1.91649 -6.88405 1.25522 0.7554 0.2170 -0.2921
H -4.05430 0.27605 -13.32817 0.2478 0.1091 -0.1342
H 2.92813 8.56616 10.34598 -0.8603 1.9956 -0.8430
H -7.18353 -4.62070 -0.89609 -0.8823 0.0186 -0.8658
H 14.96719 -2.84923 4.71062 -0.2438 0.4599 -0.5249
H 1.12225 13.56427 6.57705 0.9783 0.0502 -0.6723
H -6.16317 -0.94905 -8.72283 0.1592 -0.3081 -1.3744
H 3.09197 12.11267 7.45941 -1.1283 -1.5721 -0.4642
H -3.69705 2.54832 -12.69446 0.0338 0.2214 0.7871
H -4.03850 -2.88622 -0.68765 0.6008 0.0176 -0.4665
H 1.69817 -0.57932 6.76092 1.1727 0.3312 -0.1049
H 12.48791 -2.39586 6.85992 0.1323 0.2324 -0.4915
H -0.29347 4.08614 -8.30774 -0.1422 0.0167 0.1571
H -2.52207 -2.54474 -9.64424 0.2770 0.4784 -0.0252
H -7.36728 2.63471 -1.06522 0.2406 -0.4051 -0.5496
H -5.66630 -5.46332 -0.56051 -0.4980 0.2064 -0.0245
H 9.73530 -2.89634 7.39755 0.4518 0.0806 0.0901
H 11.28909 -5.03059 7.64759 -0.3049 -0.9110 -0.6220
H -5.70780 -3.76533 -2.50685 0.1644 -0.7956 -0.1381
H 10.70400 -0.89165 5.71853 0.5869 0.5069 -0.1689
H -0.97802 -0.24189 -8.20202 -1.2775 -0.5041 -0.7661
H -1.96341 2.31464 -12.66117 0.0403 0.2105 0.4729
H -9.10170 0.24621 0.73663 -0.1649 0.4149 -0.7433
H 0.12003 -0.85138 7.31660 -0.6997 0.0298 0.1562
H 2.94415 13.55036 6.34641 -1.5195 -1.7423 -0.6853
H -2.20674 -2.87465 8.05420 0.5729 -0.8715 -0.5439
H -0.50023 -3.27215 -1.31971 0.3394 0.5116 -0.3537
H -4.63187 0.93520 -8.99511 0.1888 0.2144 -1.6666
H -3.01241 0.22968 -15.48028 0.1208 1.0404 0.2338
H -6.56682 2.54109 -2.68370 0.2478 -0.2431 0.5383
H -3.72888 3.37303 2.24314 -0.1636 0.1110 0.5891
H -1.69893 4.77777 -7.59073 -0.9189 0.1988 -0.2757
H -1.14471 -2.50551 -6.86763 -1.2899 -0.5986 -0.9823
H -3.96426 2.12968 -16.54637 -0.2287 0.1903 -0.0514
H -3.39151 3.50719 -9.69282 -0.0856 0.1257 0.0306
H 3.23342 -0.44698 -3.48897 0.3142 0.1848 -0.3887
H 4.08610 14.95895 2.40081 0.3375 -0.3076 -0.4871
H 1.04092 9.60644 7.57027 0.6819 0.2688 0.4334
H 1.94652 -2.96969 -1.28456 0.0050 -0.1223 -0.5058
H -0.84804 -1.29622 0.16905 -0.0476 0.3713 -0.3495
H 10.76251 -2.23246 8.73702 -0.0138 -0.1245 -0.2545
H -7.27482 0.91529 -9.65852 0.2337 0.4640 -0.8140
H -10.37823 -0.62524 2.74481 0.5684 -0.0814 -0.9301
H -2.34373 -0.07304 -13.27823 0.0115 0.2319 -0.0627
H 15.86278 -0.58056 4.09551 0.1390 0.0667 0.7106
H 0.75278 1.32608 6.07780 0.6389 0.2375 0.2684
H -7.96935 3.81480 3.53878 -0.6992 -0.5375 0.6859
H 16.55504 -1.83393 3.05415 -0.9249 0.4183 0.5392
H -5.23565 1.63676 -10.54134 -0.5439 0.1272 -0.1412
H 6.10747 -1.15267 5.12136 0.2893 -0.1852 -0.2402
H 2.28174 -1.27265 3.36115 0.0088 1.0557 -0.4492
H -5.16477 -0.65452 -4.98211 -0.3394 -1.1800 0.6145
```
Positions in Å, forces in eV/Å.

Output
Maximum force, eV Å⁻¹: 6.37
Energy, hartree: -5388.19218
HOMO, eV: -10.99
Total charge: +5
Kohn-Sham gap, eV: 0.557